20
Properties=species:S:1:pos:R:3:forces:R:3 method="wB97M-V/def2-TZVPD" charge=+1 e_above_lowest_kcal_mol=7.9 homo_energy_ev=-16.26 total_energy_ha=-290.5627 e_lumo_ev=-2.9213
C -0.71543 1.11477 -0.95411 0.8 0.0 -0.3
C 0.41721 0.97202 0.08683 -0.8 0.5 -0.4
N 0.28998 -0.33986 0.83155 -0.2 0.2 -0.7
C -0.75804 -0.28672 1.87093 -0.5 0.4 0.4
C 1.79615 1.14919 -0.50417 0.3 -0.2 0.2
H -0.33340 0.84769 -1.94384 -0.2 -0.3 0.1
H -0.96041 2.16452 -1.04765 -0.2 0.2 0.1
H -1.62788 0.56947 -0.72632 0.0 -0.1 0.1
H 0.20436 1.76161 0.79877 0.4 -0.2 0.6
H 0.02099 -1.06130 0.13117 0.1 -0.1 0.1
H 1.19732 -0.58906 1.21707 0.0 -0.1 0.1
H -1.47191 0.49259 1.61553 -0.1 -0.2 -0.3
H -1.27472 -1.23132 1.96302 0.1 -0.2 0.0
H -0.34761 0.02808 2.81986 0.3 -0.2 0.2
H 1.87422 0.74936 -1.50846 0.0 -0.2 -0.1
H 2.56988 0.69712 0.12192 0.0 0.0 0.0
H 2.04989 2.19674 -0.55371 -0.1 0.4 -0.1
H -0.69336 -2.98351 -1.38432 -0.1 -0.1 0.3
H -0.85476 -1.57788 -1.90530 -0.2 0.0 0.2
O -0.87334 -2.08390 -1.07813 0.3 0.1 -0.5